Record 1
C43H55BN10SSiY | wB97M-V/def2-TZVPD

Last column: Mulliken charge in e.
Atoms and positions in Å:
Y: -0.414 0.104 0.703  0.445
C: -0.964 3.246 3.062  -0.807
C: 0.387 2.631 2.914  0.736
C: 1.590 3.148 3.373  -1.870
C: 2.543 2.210 3.025  0.017
N: 1.944 1.193 2.396  1.074
N: 0.594 1.443 2.310  -0.415
B: 2.703 -0.082 1.886  0.263
N: 1.906 -1.359 2.268  0.627
C: 2.407 -2.480 2.799  0.257
C: 1.397 -3.418 2.905  -1.897
C: 0.267 -2.793 2.392  0.427
C: -1.117 -3.344 2.283  -0.564
N: 0.577 -1.544 1.994  -0.358
N: 2.782 -0.021 0.319  0.328
C: 3.734 -0.267 -0.583  0.371
C: 3.211 -0.119 -1.856  -2.185
C: 1.873 0.198 -1.661  0.682
C: 0.801 0.472 -2.666  -1.093
N: 1.617 0.235 -0.340  0.258
N: 4.054 -0.087 2.539  0.327
C: 5.300 0.292 2.135  -0.193
C: 6.124 0.244 3.220  -1.222
C: 5.291 -0.169 4.290  0.641
C: 5.665 -0.384 5.720  -1.250
N: 4.050 -0.354 3.878  -1.088
H: -0.903 4.090 3.747  0.495
H: -1.681 2.534 3.467  0.017
H: -1.343 3.623 2.109  0.119
H: 1.740 4.070 3.912  0.529
H: 3.606 2.188 3.215  0.508
H: 3.443 -2.525 3.097  0.576
H: 1.467 -4.413 3.316  0.515
H: -1.262 -4.137 3.015  0.583
H: -1.301 -3.758 1.293  0.180
H: -1.873 -2.580 2.476  -0.470
H: 4.732 -0.553 -0.290  0.705
H: 3.737 -0.229 -2.793  0.503
H: 1.226 0.542 -3.664  0.481
H: 0.299 1.421 -2.461  0.099
H: 0.056 -0.327 -2.692  0.186
H: 5.522 0.629 1.132  0.595
H: 7.178 0.483 3.247  0.472
H: 6.731 -0.219 5.867  0.375
H: 5.428 -1.401 6.035  0.304
H: 5.119 0.302 6.369  0.283
C: -4.303 1.528 4.018  -1.171
C: -4.546 2.612 3.178  -0.805
C: -4.068 2.609 1.878  -0.708
C: -3.353 1.512 1.371  2.070
C: -3.128 0.433 2.236  1.086
C: -3.584 0.439 3.551  -1.073
Si: -2.803 1.599 -0.428  -0.322
C: -1.920 3.161 -0.912  0.933
C: -0.621 3.472 -0.495  -0.321
C: -0.002 4.652 -0.876  -1.267
C: -0.683 5.550 -1.690  -0.682
C: -1.970 5.260 -2.125  -0.665
C: -2.579 4.072 -1.749  -0.775
C: -4.101 1.078 -1.632  1.285
C: -5.457 1.158 -1.298  -0.554
C: -6.437 0.859 -2.238  -0.664
C: -6.068 0.465 -3.517  -0.667
C: -4.722 0.375 -3.862  -0.645
C: -3.746 0.687 -2.929  -0.319
H: -4.671 1.540 5.038  0.469
H: -5.106 3.465 3.546  0.451
H: -4.248 3.477 1.247  0.398
H: -2.621 -0.476 1.921  -0.495
H: -3.383 -0.406 4.200  0.468
H: -0.052 2.812 0.157  1.140
H: 1.006 4.872 -0.541  0.508
H: -0.206 6.478 -1.989  0.407
H: -2.497 5.960 -2.763  0.458
H: -3.578 3.848 -2.116  0.438
H: -5.759 1.467 -0.300  0.483
H: -7.486 0.944 -1.976  0.469
H: -6.829 0.235 -4.253  0.421
H: -4.439 0.072 -4.864  0.474
H: -2.699 0.624 -3.213  0.321
C: -4.545 -3.456 2.757  -0.428
C: -5.983 -3.265 2.279  -0.593
C: -6.210 -2.040 1.395  -0.689
C: -5.651 -2.132 -0.019  0.575
N: -4.197 -1.889 -0.053  1.834
C: -3.192 -2.523 -0.624  0.571
S: -1.657 -1.712 -0.814  -0.642
N: -3.203 -3.771 -1.084  0.092
C: -4.198 -4.849 -0.971  -0.672
C: -5.036 -5.012 -2.232  -0.225
C: -5.972 -6.214 -2.157  -0.676
C: -7.053 -6.071 -1.091  -0.976
H: -4.460 -4.332 3.403  0.451
H: -4.208 -2.588 3.334  0.095
H: -3.842 -3.592 1.929  -0.083
H: -6.636 -3.181 3.150  0.465
H: -6.327 -4.161 1.748  0.080
H: -5.800 -1.141 1.879  -0.012
H: -7.283 -1.859 1.299  0.554
H: -6.096 -1.362 -0.650  -0.189
H: -5.885 -3.082 -0.479  -0.111
H: -3.965 -0.944 0.210  -1.964
H: -2.345 -4.027 -1.539  0.361
H: -4.791 -4.682 -0.077  -0.205
H: -3.633 -5.762 -0.785  0.540
H: -4.358 -5.110 -3.085  0.405
H: -5.618 -4.101 -2.412  0.191
H: -5.385 -7.121 -1.976  0.323
H: -6.438 -6.350 -3.134  0.353
H: -6.638 -6.056 -0.078  0.196
H: -7.758 -6.902 -1.129  0.431
H: -7.629 -5.149 -1.235  0.236

⟨S²⟩: 0.753
Total energy (eV): -80810.68345
Total charge: +2
2S+1: 2
HOMO energy (alpha / beta) (eV): -12.57 / -13.19
LUMO energy (alpha / beta) (eV): -5.0 / -6.7

Record 2
C19H42NO3P3Rh | wB97M-V/def2-TZVPD

Last column: Mulliken charge in e.
Atoms and positions in Å:
Rh: -0.274 -1.287 -0.457  0.012
P: 0.820 -2.321 1.156  1.293
P: -1.924 -2.560 -0.491  1.172
P: 1.798 2.872 1.551  1.259
H: -4.951 0.880 -0.419  0.395
C: -4.210 1.629 -0.687  -0.491
C: -3.463 1.595 -1.789  -0.469
H: -3.107 0.675 -2.257  0.183
C: 0.569 -1.607 2.828  -1.139
C: 0.815 -4.167 1.221  -1.279
C: 2.603 -1.978 0.956  -0.989
C: -3.329 -1.774 -1.305  -1.068
C: -1.425 -3.882 -1.654  -1.284
C: -2.599 -3.216 1.081  -1.207
C: 1.818 4.658 1.177  -1.355
C: 3.237 1.961 0.984  -0.940
C: 1.514 2.607 3.293  -1.303
H: -4.242 2.516 -0.035  0.332
H: -3.283 2.499 -2.414  0.307
H: 1.192 -2.127 3.579  0.435
H: -0.488 -1.656 3.133  0.364
H: 0.880 -0.547 2.793  0.107
H: 1.432 -4.507 2.067  0.475
H: 1.246 -4.551 0.283  0.335
H: -0.189 -4.593 1.331  0.307
H: 2.913 -1.111 1.551  0.211
H: 2.824 -1.786 -0.099  0.095
H: 3.165 -2.857 1.293  0.472
H: -3.916 -2.525 -1.850  0.533
H: -2.939 -1.024 -1.999  0.178
H: -3.964 -1.283 -0.557  0.295
H: -1.548 -4.882 -1.222  0.419
H: -0.371 -3.737 -1.943  0.192
H: -2.055 -3.792 -2.549  0.431
H: -3.461 -3.869 0.882  0.444
H: -2.936 -2.352 1.674  0.341
H: -1.853 -3.783 1.653  0.280
H: 2.751 5.112 1.571  0.489
H: 0.958 5.182 1.625  0.347
H: 1.775 4.795 0.080  0.352
H: 4.006 2.750 1.015  0.479
H: 3.120 1.568 -0.042  0.188
H: 3.500 1.144 1.676  0.419
H: 1.649 3.585 3.781  0.448
H: 2.288 1.900 3.628  0.425
H: 0.503 2.235 3.516  0.394
C: -1.209 1.749 -0.573  1.318
C: -1.914 1.655 0.698  -0.820
C: -1.764 2.664 1.623  -1.260
C: -1.111 3.860 1.229  -0.806
C: -0.710 4.036 -0.129  -0.863
C: -0.979 3.087 -1.078  -0.451
O: -0.659 0.756 -1.198  -0.700
H: 0.745 2.335 0.791  -0.218
H: -2.663 0.843 0.811  0.968
H: -2.117 2.537 2.654  0.626
H: -0.892 4.653 1.955  0.600
H: -0.079 4.881 -0.453  0.801
H: -0.847 3.225 -2.153  0.598
N: 2.534 -2.224 -3.899  -0.239
C: 2.545 -0.727 -3.719  -0.807
C: 1.895 -0.451 -2.376  0.610
O: 2.090 0.581 -1.740  -0.578
O: 1.171 -1.488 -2.042  -0.372
H: 3.160 -2.652 -3.196  0.361
H: 2.881 -2.471 -4.824  0.372
H: 1.581 -2.613 -3.713  0.237
H: 3.567 -0.348 -3.772  0.408
H: 1.931 -0.278 -4.506  0.327

⟨S²⟩: 6.041
Total energy (eV): -58861.94491
Total charge: +3
2S+1: 5
HOMO energy (alpha / beta) (eV): -14.81 / -16.84
LUMO energy (alpha / beta) (eV): -7.7 / -10.4

Record 3
C17H41F12N7O12S4 | wB97M-V/def2-TZVPD

Last column: Mulliken charge in e.
Atoms and positions in Å:
N: -2.776 -1.204 -1.768  0.058
H: -1.793 -1.018 -1.508  0.036
H: -2.979 -0.792 -2.671  0.443
H: -3.341 -0.680 -1.020  0.264
H: -3.007 -2.184 -1.647  0.453
N: 0.310 -0.364 0.779  1.970
H: 0.821 0.473 1.113  -0.121
H: -0.558 -0.397 1.313  0.431
H: 0.820 -1.211 1.023  0.484
H: 0.097 -0.239 -0.245  -0.281
C: 0.750 3.432 -4.635  -0.994
N: 0.853 2.994 -3.173  0.262
C: -0.425 2.230 -2.856  -0.796
C: 2.015 1.998 -3.156  -0.996
C: 1.053 4.197 -2.264  -0.591
C: 1.594 3.818 -0.929  -0.604
O: 0.781 2.813 -0.352  0.059
H: -0.195 3.952 -4.774  0.369
H: 0.738 2.552 -5.271  0.388
H: 1.617 4.051 -4.853  0.423
H: -0.648 1.547 -3.671  0.380
H: -1.216 2.883 -2.505  0.486
H: -0.115 1.580 -2.034  0.101
H: 2.932 2.554 -3.333  0.437
H: 1.873 1.250 -3.929  0.489
H: 1.938 1.577 -2.156  0.263
H: 0.143 4.791 -2.330  0.405
H: 1.776 4.760 -2.860  0.328
H: 1.612 4.721 -0.302  0.482
H: 2.628 3.483 -0.795  0.318
H: 1.141 2.603 0.542  -0.111
C: -0.886 2.497 3.007  0.564
F: -1.587 2.569 4.127  -0.216
F: -1.355 1.468 2.317  -0.150
F: -1.063 3.620 2.334  -0.229
S: 0.929 2.303 3.439  0.993
O: 1.347 3.570 3.986  -0.654
O: 0.907 1.182 4.362  -0.600
N: 1.723 1.828 1.942  -0.807
S: 3.229 1.772 2.364  1.012
O: 3.864 3.085 2.312  -0.728
O: 3.510 1.026 3.564  -0.660
C: 4.027 0.669 1.019  0.558
F: 5.124 0.100 1.492  -0.220
F: 3.182 -0.394 0.864  -0.684
F: 4.166 1.301 -0.129  -0.206
C: -4.647 3.010 -0.496  0.703
F: -4.387 3.238 0.771  -0.178
F: -5.490 3.902 -0.960  -0.221
F: -3.503 3.061 -1.161  -0.235
S: -5.457 1.326 -0.840  0.990
O: -6.809 1.363 -0.328  -0.585
O: -5.384 1.186 -2.257  -0.684
N: -4.383 0.189 -0.095  -0.828
S: -5.105 -0.232 1.217  1.077
O: -5.375 0.960 2.026  -0.608
O: -6.121 -1.254 1.102  -0.719
C: -3.671 -1.097 2.151  0.447
F: -2.480 -0.628 1.771  -0.175
F: -3.788 -0.950 3.455  -0.229
F: -3.743 -2.394 1.853  -0.256
C: 0.744 -2.264 -3.442  -1.843
C: 0.889 -0.848 -2.888  0.068
O: -0.046 -0.552 -1.908  -0.907
H: 0.665 -3.044 -2.687  0.377
H: 1.692 -2.522 -3.937  0.428
H: 0.020 -2.396 -4.252  0.376
H: 1.075 -0.063 -3.638  -0.072
H: 1.925 -0.924 -2.498  0.007
C: 3.288 -4.843 0.267  0.070
O: 2.159 -5.265 0.111  -0.547
N: 3.643 -3.542 0.204  0.303
C: 2.674 -2.594 -0.349  -0.287
C: 5.030 -3.091 0.027  -0.700
H: 4.180 -5.466 0.443  0.288
H: 1.688 -3.022 -0.509  0.178
H: 2.949 -2.348 -1.380  0.522
H: 2.566 -1.738 0.312  -0.023
H: 5.345 -3.153 -1.017  0.321
H: 5.057 -2.055 0.354  0.048
H: 5.719 -3.711 0.598  0.370
C: -0.668 -3.445 2.050  -0.229
O: 0.047 -2.494 1.745  -0.830
N: -1.256 -3.466 3.266  0.346
C: -2.369 -4.347 3.614  -1.140
C: -0.915 -2.508 4.304  -0.930
H: -0.780 -4.296 1.367  0.471
H: -2.054 -5.300 4.053  0.366
H: -2.937 -4.697 2.750  0.360
H: -3.054 -3.850 4.292  0.377
H: 0.149 -2.497 4.538  0.347
H: -1.174 -1.479 4.032  0.218
H: -1.466 -2.628 5.234  0.361

Total energy (eV): -129238.70293
HOMO energy (eV): -8.85
LUMO energy (eV): -0.4

Record 4
C28H68BNO8P | wB97M-V/def2-TZVPD

Last column: Mulliken charge in e.
Atoms and positions in Å:
C: -4.304 -9.496 -0.433  -0.994
C: -2.853 -8.831 -0.829  -0.224
C: -1.832 -9.124 0.420  -0.553
C: -0.616 -8.038 0.597  -0.146
C: 0.150 -7.616 -0.789  -0.444
C: 0.611 -6.021 -0.584  -0.526
C: 1.693 -5.597 -1.752  -0.591
C: 0.884 -4.814 -2.952  -0.646
C: 0.907 -3.172 -2.731  0.089
C: -0.529 -2.604 -2.112  -0.631
B: -0.685 -0.946 -2.296  0.791
C: 0.678 -0.270 -1.659  -0.450
C: 0.362 1.034 -0.668  -0.126
C: 0.028 0.500 0.847  -0.634
P: 0.312 1.851 2.217  0.974
O: -1.094 2.548 2.426  -0.738
O: 1.461 2.997 1.530  -0.410
C: 0.863 4.337 1.397  -0.123
C: 2.126 5.354 0.987  -0.801
O: 1.041 1.220 3.667  -0.345
C: 0.081 0.486 4.506  -0.302
C: 0.464 0.886 6.084  -0.559
C: -0.860 -0.690 -3.924  -0.590
C: -1.302 0.837 -4.325  -0.135
C: -2.929 1.012 -4.610  0.365
N: -3.995 0.068 -4.051  -0.651
O: -3.386 2.035 -5.371  -0.547
H: -4.715 -8.859 0.489  0.238
H: -5.056 -9.489 -1.334  0.312
H: -4.113 -10.603 -0.061  0.246
H: -2.426 -9.423 -1.773  0.227
H: -2.987 -7.684 -1.032  0.228
H: -2.492 -9.044 1.412  0.193
H: -1.441 -10.251 0.419  0.245
H: -0.954 -7.086 1.218  -0.004
H: 0.205 -8.571 1.280  0.247
H: -0.515 -7.622 -1.752  0.143
H: 1.123 -8.264 -0.893  0.273
H: 1.021 -5.953 0.510  0.350
H: -0.322 -5.281 -0.671  0.165
H: 2.105 -6.599 -2.206  0.307
H: 2.526 -4.962 -1.226  0.309
H: -0.267 -5.127 -2.920  0.198
H: 1.378 -5.020 -4.000  0.355
H: 1.729 -2.969 -1.890  0.096
H: 1.272 -2.585 -3.678  0.100
H: -0.660 -2.916 -0.974  -0.073
H: -1.383 -3.084 -2.772  0.066
H: -1.690 -0.560 -1.795  -0.384
H: 1.339 -1.006 -1.026  -0.110
H: 1.363 0.166 -2.533  0.097
H: 1.331 1.715 -0.741  0.180
H: -0.518 1.707 -1.107  0.115
H: -1.098 0.116 0.884  0.277
H: 0.782 -0.395 1.068  0.299
H: 0.386 4.710 2.410  0.299
H: 0.020 4.412 0.574  0.204
H: 1.764 6.375 0.542  0.211
H: 2.772 5.472 1.973  0.211
H: 2.794 4.717 0.244  0.206
H: -1.047 0.704 4.279  0.379
H: 0.328 -0.666 4.416  0.210
H: 1.189 1.833 6.073  0.001
H: -0.478 1.166 6.719  0.274
H: 1.090 0.024 6.614  0.230
H: -1.736 -1.404 -4.300  0.003
H: 0.097 -0.951 -4.556  0.192
H: -0.774 1.187 -5.335  0.239
H: -0.989 1.620 -3.511  -0.084
H: -3.941 -0.877 -4.491  0.326
H: -3.860 -0.017 -3.005  0.345
C: -2.503 -5.321 4.686  -1.168
C: -2.662 -6.378 3.614  -0.126
O: -1.390 -6.895 3.251  -0.480
H: -1.864 -4.505 4.332  0.288
H: -3.474 -4.908 4.974  0.348
H: -2.020 -5.740 5.575  0.337
H: -3.124 -5.950 2.720  0.287
H: -3.289 -7.203 3.965  0.276
H: -0.991 -7.281 4.050  0.247
C: 1.039 7.662 -3.438  -0.999
C: 0.875 6.527 -2.448  -0.176
O: 0.588 7.047 -1.158  -0.477
H: 1.847 8.331 -3.125  0.289
H: 1.265 7.278 -4.437  0.329
H: 0.127 8.265 -3.490  0.226
H: 1.795 5.940 -2.382  0.294
H: 0.060 5.860 -2.747  0.277
H: -0.236 7.560 -1.225  0.257
C: 3.584 4.825 6.105  -0.976
C: 3.821 4.008 7.358  -0.321
O: 3.101 2.786 7.284  -0.498
H: 2.517 5.037 5.980  0.252
H: 4.129 5.772 6.148  0.389
H: 3.905 4.273 5.216  0.301
H: 3.478 4.553 8.242  0.270
H: 4.885 3.781 7.483  0.271
H: 3.418 2.305 6.500  0.294
C: 1.057 12.617 -4.690  -1.123
C: 1.014 11.104 -4.637  -0.157
O: 2.142 10.611 -3.929  -0.503
H: 1.975 12.959 -5.179  0.276
H: 0.197 13.013 -5.236  0.341
H: 1.059 13.040 -3.680  0.343
H: 1.035 10.685 -5.648  0.302
H: 0.105 10.755 -4.137  0.219
H: 2.109 10.982 -3.031  0.301

Total energy (eV): -57966.09324
Total charge: -1
HOMO energy (eV): -5.27
LUMO energy (eV): 2.0